[1]
{"formula": "C4H7ClN2", "method": "ωB97M-V with the def2-TZVPD basis set", "species": ["C", "C", "C", "C", "N", "N", "Cl", "H", "H", "H", "H", "H", "H", "H"], "positions_angstrom": [[-0.24651, 0.17407, -0.92045], [1.07087, -0.46559, -0.40608], [-0.19899, 1.19722, -2.04793], [0.79285, -1.48453, 2.42701], [-0.59519, -1.25480, -1.22529], [0.61209, -1.70455, -0.79641], [2.62515, 0.11347, -0.34265], [-0.82781, 0.51990, -0.10919], [0.22491, 0.81070, -2.95901], [0.41480, 2.11967, -1.77469], [-1.22906, 1.46336, -2.31173], [1.63773, -1.77424, 2.93514], [0.31061, -2.32460, 2.05908], [0.30687, -0.56961, 2.85387]], "atomic_forces_ev_per_a": [[1.542, -0.232, 0.040], [-2.390, -0.799, -1.813], [0.152, 0.686, 0.347], [-1.039, 2.379, 0.781], [2.071, 0.136, 0.458], [-0.747, 0.876, 0.117], [0.704, 0.059, 0.246], [-0.885, 0.492, 0.892], [0.395, -0.423, -0.231], [-1.009, -1.183, -0.108], [0.220, 0.291, 0.204], [2.266, -0.231, 0.934], [-1.474, -0.942, -1.001], [0.194, -1.108, -0.865]], "mulliken_charge": [0.48, 0.11, -1.19, -1.02, -0.33, -0.22, -0.14, 0.32, 0.33, 0.27, 0.34, 0.37, 0.38, 0.29], "multiplicity": 1, "charge": 0, "e_lumo_ev": [-0.1, -0.9], "de_lowest_ev": 6.524, "e_tot_ev": -19758.20918}



[2]
{"formula": "C43H107NO21", "method": "ωB97M-V with the def2-TZVPD basis set", "species": ["C", "O", "C", "C", "O", "C", "H", "H", "H", "H", "H", "H", "H", "H", "H", "H", "C", "O", "C", "C", "O", "C", "H", "H", "H", "H", "H", "H", "H", "H", "H", "H", "C", "O", "C", "C", "O", "C", "H", "H", "H", "H", "H", "H", "H", "H", "H", "H", "C", "O", "C", "C", "O", "C", "H", "H", "H", "H", "H", "H", "H", "H", "H", "H", "C", "O", "C", "C", "O", "C", "H", "H", "H", "H", "H", "H", "H", "H", "H", "H", "C", "O", "C", "C", "O", "C", "H", "H", "H", "H", "H", "H", "H", "H", "H", "H", "C", "O", "C", "C", "O", "C", "H", "H", "H", "H", "H", "H", "H", "H", "H", "H", "C", "O", "C", "C", "O", "C", "H", "H", "H", "H", "H", "H", "H", "H", "H", "H", "C", "O", "C", "C", "O", "C", "H", "H", "H", "H", "H", "H", "H", "H", "H", "H", "C", "O", "C", "C", "O", "C", "H", "H", "H", "H", "H", "H", "H", "H", "H", "H", "C", "C", "O", "N", "C", "H", "H", "H", "H", "H", "H", "H"], "positions_angstrom": [[0.91044, 8.43346, -11.85011], [0.91524, 8.00495, -13.19824], [0.51282, 6.62880, -13.39797], [1.58300, 5.58638, -13.27904], [2.58585, 5.76486, -14.26307], [3.49974, 4.66405, -14.24731], [1.76302, 7.92679, -11.39790], [-0.01879, 8.13156, -11.36690], [0.87148, 9.52269, -11.83734], [0.13164, 6.62791, -14.41914], [-0.35333, 6.43742, -12.76452], [1.13207, 4.59403, -13.28209], [2.12447, 5.73810, -12.34528], [4.18400, 4.72120, -15.09385], [3.09023, 3.68792, -14.50724], [4.07832, 4.55197, -13.33037], [1.28178, 8.38720, -16.65564], [-0.00316, 8.09690, -17.14979], [-0.22358, 8.26638, -18.52887], [-1.75090, 8.20430, -18.69904], [-2.00756, 8.55128, -20.05492], [-3.22349, 8.00088, -20.66003], [2.08241, 7.81759, -17.12749], [1.31775, 8.13678, -15.59540], [1.64330, 9.41376, -16.71553], [0.28452, 7.45448, -19.04921], [0.26062, 9.20995, -18.78051], [-2.36360, 8.86809, -18.08906], [-2.08494, 7.18183, -18.52274], [-3.14558, 6.93351, -20.86682], [-3.27568, 8.60499, -21.56581], [-4.18442, 8.07192, -20.15046], [-5.90851, 3.71400, -8.30190], [-5.47355, 4.17278, -9.57390], [-5.04378, 5.48976, -9.59779], [-4.00437, 5.73651, -10.72035], [-4.64771, 5.73780, -12.07007], [-5.44311, 6.80535, -12.30212], [-6.84643, 4.19430, -8.02314], [-5.04550, 3.81422, -7.64367], [-6.09573, 2.65248, -8.46387], [-4.48586, 5.70970, -8.68760], [-5.94867, 6.07017, -9.77778], [-3.23680, 4.96716, -10.63651], [-3.48459, 6.68140, -10.56183], [-6.46851, 6.61436, -11.98562], [-5.48620, 7.07370, -13.35769], [-5.12386, 7.71417, -11.79199], [1.70109, 16.08173, -15.15358], [1.78013, 14.70311, -15.41108], [0.57498, 14.21455, -15.96403], [0.58686, 12.77384, -16.46253], [0.40348, 11.87560, -15.37671], [1.66185, 11.62961, -14.77643], [1.62484, 16.74643, -16.01408], [2.58835, 16.40179, -14.60729], [0.92459, 16.31866, -14.42625], [0.15254, 14.88937, -16.70852], [-0.21296, 14.24942, -15.21168], [1.48057, 12.69060, -17.08096], [-0.28310, 12.61215, -17.09902], [2.07322, 12.47045, -14.21800], [2.37217, 11.36797, -15.56070], [1.63153, 10.69809, -14.21123], [-5.67801, 15.14710, -20.37622], [-4.62920, 14.68990, -19.51229], [-3.41521, 15.46634, -19.52833], [-2.41610, 14.85754, -18.46955], [-2.92391, 14.92647, -17.10767], [-2.84328, 16.21819, -16.48706], [-5.23657, 15.19787, -21.37153], [-6.09756, 16.07275, -19.98219], [-6.47518, 14.40667, -20.44223], [-3.75398, 16.47852, -19.30734], [-3.00431, 15.46155, -20.53790], [-1.49195, 15.43161, -18.53656], [-2.19149, 13.83285, -18.76563], [-3.41645, 17.01192, -16.96620], [-1.77991, 16.45104, -16.43112], [-3.12616, 16.16856, -15.43558], [-6.14963, 9.24598, -22.83154], [-6.30956, 9.58262, -21.45658], [-5.60876, 10.82652, -21.16952], [-5.70488, 11.26242, -19.67531], [-6.84837, 12.05444, -19.39689], [-8.03467, 11.35762, -19.53971], [-6.80894, 9.84293, -23.46167], [-6.54296, 8.23936, -22.97331], [-5.10107, 9.34259, -23.11311], [-5.88282, 11.64561, -21.83441], [-4.55871, 10.68227, -21.42388], [-4.92435, 12.00068, -19.49133], [-5.60844, 10.44960, -18.95551], [-7.90839, 10.34135, -19.16643], [-8.33501, 11.23381, -20.58018], [-8.73934, 11.83887, -18.86153], [-2.80766, 9.32526, -12.49025], [-3.09484, 8.37966, -13.54372], [-2.23789, 8.64801, -14.72053], [-2.33989, 10.07239, -15.38509], [-3.63002, 10.31383, -15.88936], [-3.71166, 11.68007, -16.42695], [-2.17724, 10.19413, -12.67928], [-2.37855, 8.74986, -11.66996], [-3.72658, 9.72858, -12.06480], [-2.42202, 7.85541, -15.44578], [-1.19923, 8.46734, -14.44369], [-1.62202, 9.98840, -16.20101], [-1.87117, 10.78231, -14.70361], [-4.68151, 11.84939, -16.89475], [-2.97202, 11.72006, -17.22658], [-3.47105, 12.38512, -15.63127], [-1.70201, 10.10585, -8.94091], [-1.68384, 11.05736, -10.00208], [-2.48161, 12.24696, -9.75042], [-2.51444, 13.24640, -10.99478], [-1.23539, 13.68796, -11.37264], [-0.69054, 13.09688, -12.47528], [-2.69997, 9.84988, -8.58502], [-1.21717, 10.54627, -8.06968], [-1.17836, 9.17084, -9.14002], [-2.16668, 12.77674, -8.85140], [-3.50209, 11.87564, -9.65635], [-2.99496, 14.15656, -10.63588], [-3.13100, 12.83161, -11.79221], [-0.55185, 12.03959, -12.24944], [0.25302, 13.52271, -12.81653], [-1.32913, 13.18493, -13.35422], [-5.10333, 7.74960, -16.21810], [-6.28824, 7.10436, -16.71290], [-6.89236, 7.90357, -17.69254], [-8.20013, 7.27069, -18.21464], [-9.24252, 7.21476, -17.19932], [-9.19111, 6.25760, -16.16017], [-5.40119, 8.64249, -15.66843], [-4.35949, 8.01122, -16.97066], [-4.69760, 7.01435, -15.52320], [-6.24830, 8.06724, -18.55654], [-7.13552, 8.88373, -17.28235], [-8.04392, 6.27668, -18.63374], [-8.47624, 7.92638, -19.04043], [-10.16376, 6.26110, -15.66821], [-8.35219, 6.44772, -15.49071], [-9.07671, 5.24166, -16.53815], [-7.20532, 11.46475, -15.50773], [-8.04987, 10.98396, -14.46736], [-8.04581, 9.60789, -14.24394], [-8.92073, 9.29205, -13.02228], [-8.78894, 7.92941, -12.66396], [-9.58082, 7.57258, -11.48164], [-7.64579, 11.36857, -16.50012], [-6.22367, 10.99441, -15.45076], [-7.03982, 12.51626, -15.27314], [-7.00793, 9.32841, -14.06282], [-8.46874, 9.03794, -15.07122], [-9.94294, 9.61637, -13.21724], [-8.76453, 9.94956, -12.16707], [-9.29872, 6.56963, -11.16132], [-10.66238, 7.51651, -11.60492], [-9.22833, 8.19830, -10.66168], [-8.69416, 14.96037, -17.93677], [-8.59704, 16.00142, -16.76463], [-9.55775, 16.65443, -16.45839], [-7.35707, 16.15067, -16.14647], [-6.13405, 15.45631, -16.41078], [-9.50853, 15.09258, -18.64910], [-8.80676, 13.98034, -17.47312], [-7.80406, 14.94597, -18.56574], [-7.33556, 16.92155, -15.49426], [-6.18368, 14.38796, -16.62114], [-5.57790, 15.49661, -15.47420], [-5.56470, 15.89374, -17.23089]], "atomic_forces_ev_per_a": [[-0.319, -0.719, -0.585], [-0.241, -0.655, -0.530], [-0.412, 1.433, -0.690], [0.853, 0.830, 0.800], [0.280, -1.351, -0.541], [0.196, 0.008, -1.000], [0.093, 0.667, 0.763], [-0.131, -0.284, 0.232], [0.680, -0.055, 0.059], [0.005, -0.159, -0.153], [0.049, -0.333, 0.290], [-0.006, -0.174, -0.207], [-0.255, -0.313, 0.654], [0.260, 0.940, 0.139], [-1.017, -0.112, 0.537], [-0.106, 0.295, 0.240], [0.652, -0.326, 0.357], [0.031, -0.072, 1.108], [-0.086, 0.282, 1.245], [0.145, -0.049, -1.371], [-1.375, -0.686, -0.500], [1.214, 0.642, 0.002], [-0.083, -0.491, -0.336], [-0.237, -0.045, -0.072], [-0.691, 0.538, -0.355], [-0.168, -0.072, -0.488], [-0.461, 0.276, -0.686], [0.502, 0.146, 0.568], [0.051, -0.229, 0.231], [0.510, -0.104, -0.233], [-0.277, -0.452, -0.179], [0.200, 0.700, 0.737], [0.548, -0.361, -1.459], [0.044, -1.312, -0.325], [0.742, 0.391, -0.964], [-1.930, -0.146, -1.130], [3.032, -2.053, 2.045], [-1.649, 1.756, -0.105], [0.172, 0.230, 0.529], [-0.443, 0.189, 0.737], [-0.109, -0.017, 0.254], [-0.343, 0.439, 0.484], [0.260, 0.862, 0.422], [-0.238, -0.286, -0.585], [-0.249, 0.357, -0.046], [-0.335, 0.021, 0.060], [0.198, -0.306, -0.085], [0.220, 0.200, 0.176], [0.445, 0.502, 1.159], [0.197, -0.240, -0.673], [-1.409, 0.176, 0.310], [-0.681, 1.295, 0.335], [1.155, -0.079, -0.393], [0.416, -0.967, -0.265], [-0.284, -0.334, -0.402], [0.424, -0.333, -0.221], [-0.634, -0.077, -0.230], [0.482, 0.116, -0.620], [-0.116, -0.011, 0.487], [0.333, -0.906, 0.201], [-0.051, 0.247, -0.104], [-0.229, 0.029, 0.149], [0.321, 0.271, -0.236], [-0.440, 0.241, 0.521], [1.223, -0.456, 0.321], [-0.120, -0.791, 0.199], [-1.062, -0.778, 0.844], [-1.462, 1.633, -0.004], [-0.201, -0.351, -0.910], [1.088, -0.604, -0.149], [-0.272, 0.684, -0.324], [0.061, 0.352, -0.378], [0.195, -0.219, 0.430], [0.623, 0.393, 0.261], [0.387, -0.069, -0.093], [0.218, 0.116, -0.010], [-0.264, -0.169, 0.441], [0.005, -0.062, -0.254], [0.153, 0.640, -0.269], [-0.469, -0.461, -0.050], [-0.739, -0.135, 0.646], [0.414, 1.086, -0.049], [0.213, -0.813, 0.859], [-0.061, 1.086, -1.220], [0.711, 0.092, -0.046], [-0.380, -0.782, 0.677], [0.250, 0.560, -0.141], [0.447, -0.225, 0.190], [0.001, -0.129, -0.301], [-0.720, 0.107, 0.045], [0.365, -0.254, 0.233], [0.482, -0.311, -0.132], [-0.069, -0.358, -0.143], [-0.042, -0.333, 0.159], [-0.379, 0.396, -0.075], [-0.476, 0.086, -0.573], [-0.569, -0.966, 0.593], [1.201, 1.807, -1.162], [-0.653, 0.339, 0.411], [0.592, -2.405, 0.406], [-0.282, 1.522, 0.142], [0.634, -1.525, 0.152], [0.184, -0.329, -0.575], [0.406, 0.067, 0.130], [-0.351, 0.008, -0.312], [-0.544, 0.110, 0.003], [0.204, 0.466, 0.197], [0.202, 0.144, -0.329], [-0.720, 0.655, 0.089], [-0.074, -0.100, 0.404], [0.224, 0.423, -0.075], [-0.160, 0.225, -0.180], [-0.067, 1.031, 0.635], [-0.033, 0.094, -0.116], [-0.024, -0.499, -1.632], [0.614, -0.634, 1.746], [-0.304, 1.241, 1.093], [0.169, -1.416, -1.399], [-0.434, 0.004, -0.356], [0.245, 0.076, 0.237], [0.070, 0.273, -0.731], [0.205, -0.093, 0.078], [-0.354, 0.284, 0.405], [-0.414, -0.140, 0.132], [0.306, -0.119, -0.310], [0.291, -0.373, -0.371], [0.113, 0.301, 0.669], [-0.378, -0.092, -0.146], [-0.913, -0.858, 0.763], [0.686, 0.301, -0.530], [-1.137, -0.716, -0.135], [0.433, -0.027, 1.635], [0.113, 0.856, -1.323], [0.505, -0.272, -0.457], [0.264, 0.115, -0.032], [-0.199, -0.063, -0.312], [0.299, 0.256, 0.039], [0.366, -0.041, -0.231], [-0.089, 0.306, 0.142], [0.206, -0.211, 0.092], [-0.758, 0.003, 0.188], [0.157, 0.384, 0.177], [-0.225, 0.054, 0.261], [0.184, -0.219, -0.322], [-0.004, 0.058, 0.962], [-0.578, 0.802, -0.159], [0.051, -0.332, 0.649], [-0.296, 0.686, 0.251], [-1.257, -0.435, 0.811], [1.660, -0.145, -0.612], [-0.050, -0.171, -0.115], [0.074, -0.308, -0.184], [-0.142, 0.078, -0.216], [0.126, -0.589, 0.060], [0.179, -0.090, -0.381], [-0.548, -0.625, -0.683], [1.103, 0.063, 0.289], [0.284, -0.161, -0.457], [-0.032, 0.695, -0.330], [-0.565, 0.421, 0.099], [0.719, 0.209, 0.631], [1.493, -0.859, -1.439], [-0.774, 0.711, 0.592], [-2.214, -0.255, -0.701], [0.814, -0.210, 0.233], [-0.328, 0.485, 0.630], [0.096, -0.167, -0.087], [0.271, -0.102, 0.360], [0.014, -0.171, 0.023], [-0.689, 0.015, -0.140], [0.424, 0.168, -0.200], [0.153, 0.083, 0.081]], "mulliken_charge": [-0.89, -0.16, -0.33, -0.59, -0.17, -0.91, 0.27, 0.32, 0.16, 0.10, 0.34, 0.42, 0.30, 0.29, 0.35, 0.32, -0.41, -0.06, -0.78, 0.31, -0.36, -0.42, 0.42, 0.02, 0.11, 0.30, 0.37, -0.30, 0.30, 0.42, 0.10, 0.09, -0.78, -0.28, -0.45, -0.17, -0.43, -0.49, 0.28, 0.36, 0.24, 0.43, 0.25, 0.34, 0.05, 0.53, -0.17, 0.27, -1.46, -0.14, 0.57, -0.86, 0.56, -1.03, 0.42, 0.36, 0.29, 0.21, -0.12, 0.42, 0.05, 0.24, 0.40, 0.03, -1.11, 1.01, -2.01, -0.62, 1.36, -3.04, 0.38, 0.34, 0.10, 0.44, 0.43, 0.63, 0.17, 0.51, 0.23, 0.32, -0.99, -0.07, -1.13, 0.62, 0.13, -0.79, 0.33, 0.22, 0.36, 0.40, 0.61, -0.04, -0.28, 0.11, 0.36, 0.15, -0.38, 0.45, -0.36, -0.04, -0.02, 0.71, -0.14, -0.06, 0.36, 0.21, -0.34, 0.11, -0.41, -0.14, 0.32, 0.49, -1.04, -0.03, -0.71, -0.79, -0.20, 0.02, 0.38, 0.36, 0.19, 0.43, 0.41, 0.37, 0.26, -0.06, 0.22, 0.04, -0.18, -0.57, 1.09, -1.00, -0.39, -0.47, 0.27, -0.12, 0.19, -0.02, -0.43, 0.44, 0.31, 0.21, 0.12, 0.34, 0.21, -0.48, 0.75, -1.02, -0.10, -0.97, 0.10, -0.28, 0.17, -0.31, 0.07, 0.41, 0.43, 0.26, 0.31, 0.40, -0.01, 0.04, -0.59, 0.35, -0.90, 0.47, 0.02, -0.19, 0.31, -0.24, 0.50, -0.04], "multiplicity": 2, "charge": -1, "e_lumo_ev": [1.9, 1.8], "s_squared": 0.750, "e_tot_ev": -90798.18271}



Number 1 is which compound? C4H7ClN2